The following is a DFT calculation (ωB97M-V with the def2-TZVPD basis set) of C4H4O in the gas phase.

```
! wB97M-V def2-TZVPD RIJCOSX def2/J DEFGRID3
* xyz 0 1
C -1.707 0.184 -0.103
C -0.342 -0.152 -0.470
C 0.856 -0.301 -0.544
C 2.138 -0.228 0.132
O 2.635 0.829 0.445
H -1.663 1.191 0.323
H -2.052 -0.515 0.666
H -2.411 0.179 -0.937
H 2.547 -1.188 0.487
*
```

Summary:
Energy (eV): -6257.6560
Lowest unoccupied orbital energy (eV): 0.43
HOMO energy (eV): -10.21
Orbital gap (eV): 10.6
Structure (SMILES): CC#CC=O